Density functional theory data (ωB97M-V/def2-TZVPD) for a cluster of 5 separate species, C18H32Cl2N4 in total.

The geometry in XYZ format:
```
56
Properties=species:S:1:pos:R:3:forces:R:3:lowdin_charge:R:1
Cl -1.07148 3.21978 1.57443 -0.6 0.6 -0.1 0.55
Cl 0.56721 4.02575 -1.36516 -0.9 0.6 -1.0 0.56
N 8.46494 6.73294 -4.83819 -1.8 -1.8 1.2 0.13
N -3.88368 -4.10187 7.69648 -0.8 -0.1 2.9 0.14
N 1.44071 -3.25044 -2.96717 1.3 0.2 1.8 0.13
N -6.94557 -3.34366 -1.27748 1.1 1.9 -0.1 0.14
C -1.93931 -1.73637 5.19338 -1.6 0.8 -0.4 -0.11
C 2.11541 -3.17549 -2.01782 -1.9 -0.9 -1.6 -0.24
C -6.41163 -2.31112 -1.38583 -2.9 -3.3 0.2 -0.27
C -6.60259 0.19141 0.64517 1.8 0.5 -1.6 -0.08
C -3.12918 -3.94075 5.21663 0.1 0.6 0.0 -0.18
C -3.14420 -2.49404 4.59180 1.2 -1.0 0.3 -0.23
C 5.28462 4.77017 -5.81528 -0.3 -1.0 0.0 -0.10
C 2.99001 -3.05119 -0.86324 0.4 -0.3 0.6 -0.20
C 1.67949 -4.35823 0.95070 -0.3 0.2 1.2 -0.12
C 0.49873 2.70750 0.97416 1.1 -0.3 0.5 -0.69
C 2.38569 -3.09748 0.58788 -0.6 1.1 -2.6 -0.26
C 6.94436 4.75471 -3.90253 0.8 0.5 0.2 -0.21
C -5.80485 -1.04617 -1.55203 1.4 1.2 0.3 -0.21
C -6.56070 0.19271 -0.95405 -1.2 -1.2 1.0 -0.20
C 1.29806 3.77682 0.19877 -0.4 -0.8 0.3 -0.67
C 6.26880 3.92013 -4.98519 0.1 1.0 -0.9 -0.26
C -3.51125 -3.99446 6.63975 0.6 0.1 -3.4 -0.25
C 7.76961 5.90525 -4.38607 1.6 0.7 -1.3 -0.21
H 0.29853 1.77337 0.44937 0.4 0.3 -0.4 0.06
H 4.73741 5.40087 -5.11466 -0.3 0.1 -0.4 0.07
H -3.67694 -4.69924 4.65739 -0.5 0.3 0.1 0.11
H 1.61828 -2.34010 0.42803 0.0 0.5 1.1 0.10
H -2.06328 -0.67414 4.98269 0.2 0.1 -0.4 0.07
H 7.55189 4.04086 -3.34627 0.5 0.4 0.2 0.11
H -6.25995 1.12865 -1.42485 0.4 -0.1 0.3 0.10
H 0.82227 -4.56194 0.30902 0.6 -0.6 -0.6 0.08
H 6.28866 5.22770 -3.17148 -0.6 -0.4 -0.1 0.11
H -4.05853 -1.91519 4.72231 -0.1 -0.4 0.1 0.11
H -1.00692 -2.06871 4.73699 0.1 -0.1 0.7 0.07
H 3.74546 -3.83647 -0.89082 0.4 0.3 -0.5 0.12
H 2.41691 -5.13103 1.16769 -0.5 -0.5 -0.4 0.08
H 3.37177 -2.04963 -1.06137 0.8 -0.1 0.5 0.11
H 1.13538 -4.16360 1.87491 0.3 -0.1 0.5 0.07
H -2.07179 -1.74522 6.27527 0.9 -0.5 0.1 0.07
H 4.61745 4.12249 -6.38404 -0.4 -0.1 0.4 0.07
H -4.84269 -1.29094 -1.10211 0.5 0.9 0.5 0.12
H -2.10298 -4.30515 5.16953 0.2 0.1 0.0 0.11
H -2.94871 -2.65077 3.53100 -0.3 0.2 -0.1 0.10
H -7.60683 0.05867 -1.22926 0.0 0.0 -0.4 0.09
H 1.34180 4.70312 0.77163 -0.1 0.0 -0.2 0.07
H -7.33445 0.83707 1.13056 -0.4 -0.4 -0.5 0.07
H -6.59732 -0.84150 0.99327 -0.4 0.1 0.2 0.06
H 7.01867 3.51024 -5.66179 0.3 0.0 0.1 0.11
H 2.29412 3.48423 -0.13343 0.1 -0.4 1.0 0.06
H 3.19891 -2.81539 1.25662 -0.4 0.1 0.1 0.11
H 5.84900 3.04327 -4.49223 -0.5 0.2 -0.1 0.11
H 5.69257 5.35242 -6.64152 0.7 0.3 0.6 0.07
H 1.02172 2.44678 1.89426 0.4 0.0 -0.2 0.06
H -5.65409 0.64009 0.94029 0.2 -0.2 0.3 0.06
H -5.49952 -0.97673 -2.59609 -0.5 0.5 -0.2 0.12
```
Positions in Å, forces in eV/Å.

## Properties
- 2S+1 = 1
- HOMO (eV) = -11.082
- total energy (Ha) = -1844.35714
- SMILES = CCCC#N.CCCC#N.CCCC#N.CCCC#N.ClCCCl
- Kohn-Sham gap (eV) = 10.90
- energy above the lowest of the compared OMol25 structures with the same formula, charge and spin (kcal per mole) = 57.7

Density functional theory data (ωB97M-V/def2-TZVPD) for a structure of composition C18H32F2N3O5PSi2.

The geometry in XYZ format:
```
63
Properties=species:S:1:pos:R:3:forces:R:3:lowdin_charge:R:1
P -4.49693 -0.21685 1.60594 -1.2 -1.4 0.3 0.87
Si -2.39851 -0.90285 1.27239 -1.5 2.0 1.1 0.22
Si -0.30141 -2.16628 2.77778 0.2 0.2 1.3 0.60
F -1.46631 -0.93439 -1.90153 -0.7 0.1 0.4 0.11
F -1.91612 -4.29278 0.47527 1.0 0.8 -0.4 0.14
O 3.42879 2.50837 -2.78422 -0.2 -0.2 0.1 0.08
O -0.39536 -2.56442 -0.98756 2.4 -2.0 -0.1 0.20
O 2.12170 1.26140 -1.60554 -0.1 0.1 -0.4 0.06
O -1.92126 -1.59884 2.71287 1.1 0.0 -2.0 -0.36
O -3.93550 -3.64563 0.31695 -3.8 -0.9 0.4 0.22
N -2.48493 -2.01694 -0.13583 2.2 -0.4 -0.1 0.05
N -1.44079 0.52564 0.83795 -0.4 -0.8 0.0 -0.04
N 2.72850 1.52390 -2.62936 -0.1 0.1 0.0 -0.34
C 1.70866 -1.43672 -4.66013 0.1 0.1 -0.1 -0.06
C 4.78710 2.92985 1.00215 -0.3 -1.0 -0.3 -0.11
C -4.50368 1.35991 2.61527 0.1 -0.2 0.1 -0.47
C 1.01805 -0.82148 2.60667 0.5 -0.2 -0.2 -0.31
C 2.41606 -1.21182 -5.83406 0.0 0.0 0.0 -0.07
C 3.41199 -0.58215 1.59369 -0.7 0.5 -0.2 -0.21
C 1.80396 -0.53736 -3.60960 -0.2 -0.1 0.2 0.00
C -2.82978 -3.36033 0.21448 1.3 0.6 0.0 -0.57
C -5.23458 0.03949 -0.09604 0.5 1.3 -0.2 -0.45
C 3.21448 -0.08243 -5.96408 -0.1 -0.1 0.1 -0.07
C -5.10095 1.51232 -0.64061 -0.1 -0.9 -0.3 -0.16
C 3.22011 0.97582 1.45726 0.7 -1.4 -1.0 -0.20
C 4.30486 1.53320 0.48373 -0.3 1.3 0.5 -0.26
C 2.03835 -1.29781 1.51909 0.3 0.1 0.4 -0.29
C -1.35702 -1.93131 -0.99612 -1.5 1.8 0.0 -0.56
C 2.60942 0.58188 -3.74892 0.0 -0.3 -0.3 -0.14
C -4.65764 0.95433 4.11070 -0.2 0.1 -0.2 -0.19
C 3.31232 0.82253 -4.91854 0.2 0.2 -0.1 0.00
H 1.08516 -2.31610 -4.56251 0.0 0.0 0.0 0.11
H -5.06850 1.46038 -1.74562 -0.2 0.3 0.5 0.07
H 3.23600 1.47454 2.44171 0.0 -0.2 -0.5 0.11
H 5.15300 0.84636 0.31986 -0.3 0.2 0.3 0.10
H 3.88339 3.50950 1.26266 0.5 0.0 -0.3 0.07
H -4.72923 1.84171 4.76745 0.3 -0.4 -0.3 0.07
H 0.62885 0.19321 2.43226 0.1 -0.4 -0.1 0.05
H -4.17416 2.00937 -0.30883 -0.5 -0.1 0.0 0.05
H 3.96644 -0.84899 2.51194 -0.3 0.1 -0.3 0.11
H 3.83553 1.70476 -0.50357 0.4 -0.2 0.7 0.06
H 4.01359 -0.92217 0.72986 -0.2 0.0 0.4 0.10
H 2.18855 -2.38683 1.67754 0.0 0.5 -0.4 0.09
H -0.13489 -2.75992 4.12443 -0.2 0.0 0.0 -0.03
H -6.31098 -0.18658 -0.05576 0.5 -0.2 0.0 0.06
H 5.36544 2.79466 1.93371 0.0 0.2 -0.5 0.07
H -5.99427 2.07665 -0.32565 0.6 0.1 -0.2 0.07
H 2.24211 1.11571 0.95802 0.3 0.2 0.5 0.09
H 1.25272 -0.72019 -2.69687 0.1 0.1 0.0 0.10
H 3.76344 0.09069 -6.88073 0.0 0.0 0.0 0.11
H -1.98540 1.01623 0.12222 0.4 -0.1 -0.1 0.03
H 5.36809 3.40814 0.19851 -0.1 0.2 0.6 0.07
H -5.40707 1.93903 2.34914 0.5 -0.2 -0.2 0.07
H 3.93543 1.69974 -5.02559 -0.1 0.0 0.2 0.12
H 1.59093 -0.77290 3.55786 -0.5 -0.1 -0.3 0.08
H -3.84610 0.28424 4.43918 -0.3 0.3 0.0 0.06
H 1.64546 -1.13485 0.49636 0.0 -0.2 0.5 0.10
H -5.61283 0.41017 4.22220 0.5 0.1 0.0 0.06
H -0.05386 -3.27973 1.84095 -0.2 0.3 -0.2 -0.01
H 2.34582 -1.92014 -6.65078 0.0 0.0 0.0 0.11
H -3.60042 1.96356 2.42071 -0.5 0.0 0.2 0.05
H -1.52552 1.14122 1.65244 0.4 -0.2 -0.1 0.03
H -4.74032 -0.65975 -0.79312 -0.3 0.1 0.4 0.05
```
Positions in Å, forces in eV/Å.

## Properties
- 2S+1 = 1
- HOMO (eV) = -7.858
- total energy (Ha) = -2365.64984
- Kohn-Sham gap (eV) = 7.30

Density functional theory data (ωB97M-V/def2-TZVPD) for a structure of composition C18H32NO2P2V.

The geometry in XYZ format:
```
56
Properties=species:S:1:pos:R:3:forces:R:3:lowdin_charge:R:1
V -0.20053 0.20494 0.05642 3.4 3.1 -0.7 0.31
P -2.42202 -0.18937 0.02199 -1.5 -0.4 -0.5 0.83
P 2.24364 -0.24131 -0.15804 -0.8 -0.7 0.3 0.78
O 2.42321 4.65744 -3.73983 -0.2 -0.6 -0.4 -0.06
O -1.56109 2.39046 -2.54986 -0.4 0.7 -0.8 -0.08
N -0.23866 -0.78117 -1.88888 0.0 -0.4 0.6 0.03
C 2.87506 -1.61020 0.85530 0.3 -0.4 -0.1 -0.23
C 2.22517 -0.84529 -1.88935 -0.1 -0.2 0.5 -0.23
C -0.20222 1.02841 2.01474 -0.1 -0.8 -0.8 -0.24
C 0.86418 -1.33093 -3.92486 0.3 0.1 0.4 0.00
C -1.51198 -1.50150 -3.77159 0.1 0.1 0.3 0.00
C -0.46981 0.12013 3.17157 0.0 0.7 0.0 -0.32
C 0.15890 -1.76046 4.57001 0.0 0.1 0.1 -0.08
C -3.37300 1.32935 -0.27235 0.0 0.2 0.2 -0.23
C -2.65177 -1.07257 -1.57861 -0.5 0.0 0.1 -0.25
C -1.02363 -1.61906 5.30486 -0.1 0.0 -0.1 -0.10
C 0.44873 -0.87458 3.53452 -0.3 0.0 0.2 -0.07
C -1.92151 -0.59140 4.98515 0.1 -0.2 0.0 -0.09
C -0.35484 -1.57086 -4.53847 -0.2 0.1 0.0 -0.02
C 3.71538 0.84898 -0.17554 -0.1 0.0 0.0 -0.23
C -3.36453 -1.17025 1.20001 -0.2 -0.1 0.3 -0.21
C -1.41875 -1.11866 -2.43273 -0.1 0.1 -0.8 -0.30
C -1.65141 0.26982 3.92576 0.5 -0.2 -0.2 -0.09
C 0.89544 -0.97728 -2.57329 -0.2 -0.1 -0.8 -0.29
H 4.63572 0.26236 -0.28056 -0.2 0.1 0.0 0.06
H 2.50574 3.92419 -4.37422 -0.1 0.5 0.2 0.04
H 0.86850 -2.55868 4.80818 -0.3 0.3 0.0 0.11
H -2.88322 1.93083 -1.05933 -0.3 -0.4 0.5 0.02
H -4.39224 1.05966 -0.57206 0.1 0.2 0.1 0.06
H 1.81689 -1.39189 -4.44978 -0.3 -0.1 0.0 0.13
H -2.33031 1.08468 3.66472 0.1 -0.2 0.2 0.11
H -1.06839 3.18848 -2.29852 -0.1 -0.2 -0.2 0.06
H 3.74361 1.41210 0.76170 0.1 0.0 -0.1 0.06
H 3.08680 4.46192 -3.07727 0.2 0.1 0.2 0.02
H 1.38391 1.10472 -0.13402 -1.1 0.7 -0.6 -0.01
H -1.24344 -2.30419 6.12725 0.1 0.3 -0.3 0.10
H -4.43153 -0.92546 1.14766 0.2 -0.1 0.0 0.06
H -3.46409 -0.56762 -2.11971 0.1 -0.3 0.0 0.10
H 2.72871 -1.82357 -1.86136 -0.1 0.3 -0.2 0.12
H 1.39227 -0.94165 2.98928 -0.5 0.0 0.3 0.07
H -0.90387 1.87295 1.91631 0.4 0.0 0.4 0.05
H 2.78791 -1.37368 1.91819 0.1 0.0 -0.3 0.03
H 3.63093 1.55207 -1.01321 0.0 -0.1 0.3 0.05
H 3.93071 -1.77589 0.60879 -0.1 -0.1 0.1 0.06
H -2.99376 -0.96622 2.20982 -0.1 -0.1 -0.1 0.03
H -2.20578 2.70776 -3.23061 0.8 -0.4 0.8 0.08
H -2.98953 -2.09216 -1.33025 0.2 0.2 -0.3 0.11
H -3.20570 -2.23127 0.97864 -0.1 0.2 0.1 0.06
H -0.40666 -1.81574 -5.59699 0.0 0.0 0.2 0.12
H -2.83612 -0.45957 5.56668 0.3 -0.1 -0.1 0.11
H 0.21874 -1.08243 0.60874 0.5 -2.6 0.9 -0.01
H 2.84438 -0.15328 -2.42863 0.4 0.2 -0.5 0.09
H -2.49872 -1.71598 -4.17162 0.2 0.0 -0.1 0.13
H -3.39432 1.90084 0.66300 -0.1 0.0 -0.2 0.05
H 0.85660 1.31471 1.88501 -0.4 0.3 0.7 0.03
H 2.30061 -2.52127 0.65044 0.0 0.3 0.1 0.06
```
Positions in Å, forces in eV/Å.

## Properties
- 2S+1 = 2
- HOMO (spin up / spin down) (eV) = -9.848 / -9.783
- total energy (Ha) = -2536.69766
- ⟨S²⟩ = 0.81
- Kohn-Sham gap (spin up / spin down) (eV) = 6.78 / 6.87
- energy above the lowest of the compared OMol25 structures with the same formula, charge and spin (kcal per mole) = 0.0
- charge = +1

Density functional theory data (ωB97M-V/def2-TZVPD) for the ion C18H32NO8 with charge -1.

The geometry in XYZ format:
```
59
Properties=species:S:1:pos:R:3:forces:R:3:lowdin_charge:R:1
O 0.32993 -1.30018 -3.98415 -0.1 0.9 0.0 0.10
O -1.45862 -1.19475 0.72094 1.4 -0.2 0.2 -0.07
O -0.80259 4.54371 -4.08155 -0.2 0.4 0.6 -0.10
O 1.75734 -0.09665 -0.06514 -1.2 -0.3 -0.2 -0.08
O 2.15400 -1.82717 -2.73920 -0.1 0.3 -1.4 -0.01
O -2.76863 0.99895 3.67078 -0.5 -1.2 -0.7 -0.01
O -3.46395 2.41632 2.14506 0.0 1.0 0.0 0.09
O -0.83447 0.82720 1.27619 1.5 0.8 0.3 0.01
N 2.44460 -2.72536 0.12004 -0.2 0.1 -0.2 0.00
C 1.23321 -2.03357 -3.70184 0.0 -1.6 -0.5 -0.53
C 2.30472 -0.43385 -2.38896 0.0 1.0 1.5 -0.09
C 1.58104 -0.68011 2.25172 -0.7 1.2 -0.3 -0.11
C 0.85510 1.56772 -1.53853 -0.8 -1.1 -0.3 -0.11
C 1.15675 3.37849 -3.30914 -0.8 0.2 0.3 -0.18
C -0.10544 -0.18342 4.18411 0.7 -0.7 0.5 -0.19
C 0.44292 1.99275 -2.99777 0.9 1.3 0.7 -0.17
C -3.55493 1.31975 2.60053 -0.3 0.2 -0.4 -0.53
C 0.66867 -1.28301 3.36132 0.4 0.5 0.4 -0.19
C 0.93134 -0.85181 0.82084 1.2 -0.7 1.7 -0.37
C -0.53955 -0.32920 0.96364 -2.7 -1.5 -1.1 -0.64
C 0.12335 4.51197 -2.97971 0.7 -0.7 -0.3 -0.27
C -1.41946 -0.78906 4.76042 -0.2 1.3 -0.3 -0.17
C -4.59082 0.37011 1.97275 0.1 -1.2 0.0 0.00
C 1.33560 -3.37909 -4.47884 0.1 0.1 0.4 0.01
C 1.04028 -2.37396 0.47027 0.2 -0.3 0.0 -0.18
C 1.18768 0.04337 -1.37270 1.0 0.7 -1.0 -0.26
C -2.66295 -0.41887 3.90130 0.0 -1.3 0.7 -0.20
H 2.50715 -3.72792 -0.03903 0.1 0.2 0.2 0.06
H 2.29180 -3.90753 -4.30649 -0.6 0.2 0.0 0.07
H 2.64494 -0.99810 2.28526 -0.7 -0.2 -0.1 0.10
H -4.14733 -0.08186 1.05441 0.0 0.3 0.7 0.10
H -3.57689 -0.72557 4.46942 0.6 0.0 -0.4 0.12
H -4.89657 -0.47781 2.61988 0.2 0.5 -0.3 0.07
H 3.08935 -2.46995 0.86326 -0.2 -0.1 -0.1 0.05
H 0.46996 -4.01209 -4.17828 0.7 0.4 0.0 0.09
H -0.01426 1.77835 -0.87841 0.7 -0.2 -0.1 0.11
H -0.25445 0.75748 3.61933 -0.2 -0.8 0.1 0.10
H -0.64419 2.21737 -2.97586 0.6 -0.5 -0.4 0.11
H -0.05884 -2.00785 2.94088 0.4 0.4 0.1 0.10
H 1.51593 3.43905 -4.36005 -0.4 0.2 0.6 0.10
H 0.61509 5.50173 -2.82765 -0.3 -0.5 -0.2 0.11
H -0.40385 4.21893 -2.03955 0.4 0.3 -0.6 0.12
H 2.03144 3.56091 -2.65039 -0.4 -0.4 -0.4 0.10
H 1.30762 -1.82008 4.10036 -0.5 0.1 -0.5 0.11
H 2.39023 0.22336 -3.27681 -0.3 -0.7 0.2 0.12
H -1.56522 -0.40932 5.79442 0.0 -0.4 -0.5 0.10
H 3.26727 -0.35680 -1.83880 -0.6 -0.3 -0.3 0.14
H -5.51145 0.89613 1.65189 0.8 0.1 0.4 0.08
H 0.55807 0.07735 5.04772 -0.5 -0.1 -0.6 0.10
H 1.59743 0.42547 2.42060 0.1 -0.7 -0.2 0.12
H 1.19242 -3.18602 -5.56375 0.2 0.1 0.8 0.08
H 1.71942 2.12152 -1.11868 -0.4 -0.2 -0.5 0.12
H -1.66047 4.81901 -3.72901 0.3 -0.1 -0.2 0.08
H -2.59079 -1.01682 2.96241 -0.1 0.8 0.3 0.12
H 0.30994 -0.60434 -1.56825 0.3 0.5 0.5 0.15
H -1.33710 -1.89654 4.77081 -0.2 0.6 0.2 0.11
H 0.65598 1.23870 -3.77504 -0.2 0.3 0.5 0.08
H 0.39342 -2.62765 -0.39347 0.3 0.2 0.5 0.11
H 0.75885 -3.01940 1.33650 -0.5 0.8 -0.6 0.11
```
Positions in Å, forces in eV/Å.

## Properties
- 2S+1 = 1
- HOMO (eV) = -4.707
- total energy (Ha) = -1361.77878
- SMILES = CC(=O)OCCCCC[C@](CN)(O[C@@H](CCCCO)COC(C)=O)C(=O)[O-]
- Kohn-Sham gap (eV) = 7.66
- energy above the lowest of the compared OMol25 structures with the same formula, charge and spin (kcal per mole) = 29.1
- charge = -1